Molecular formula: C25H16BMnN5O5
Method: DFT, ωB97M-V/def2-TZVPD

HOMO-LUMO gap (spin up / spin down) (eV): 6.05 / 7.00
Relative energy (zero: lowest compared OMol25 entry of this formula, charge and spin) (kJ/mol): 0.0
Multiplicity: 2

XYZ file:
```
53
Properties=species:S:1:pos:R:3:forces:R:3
Mn -0.466 -0.265 0.385 -0.5 -0.4 0.8
C -3.675 2.372 -0.581 0.0 -0.1 0.0
O -4.711 1.468 -0.196 0.0 0.0 0.1
C -4.522 0.133 -0.085 -0.1 -0.1 -0.1
C -5.689 -0.618 -0.027 0.0 0.1 0.0
C -5.675 -2.000 0.108 0.1 -0.1 0.0
C -4.472 -2.666 0.183 -0.2 0.1 0.0
C -3.277 -1.939 0.138 0.2 -0.2 0.0
C -2.047 -2.685 0.241 -0.1 0.1 0.0
N -0.867 -2.173 0.297 0.1 0.1 -0.3
N 0.207 -3.055 0.349 -0.3 0.2 0.0
C 1.278 -2.336 0.290 0.6 0.4 -0.2
O 1.255 -1.023 0.157 0.0 0.0 0.0
C 2.617 -2.962 0.342 -0.1 0.0 0.0
C 2.759 -4.283 0.760 0.0 0.0 0.0
C 4.016 -4.860 0.800 0.0 0.0 0.0
C 5.133 -4.124 0.423 0.0 0.0 0.0
C 4.992 -2.809 0.007 0.0 0.0 0.0
C 3.735 -2.224 -0.031 0.1 0.0 0.0
C -3.287 -0.537 0.006 0.3 0.3 0.0
O -2.149 0.170 -0.046 -0.1 -0.1 -0.1
H -4.186 3.316 -0.754 0.0 0.0 0.0
H -3.185 2.045 -1.498 0.0 0.0 0.0
H -2.938 2.494 0.210 0.0 0.0 0.0
H -6.623 -0.075 -0.095 0.0 0.0 0.0
H -6.609 -2.544 0.148 0.0 0.0 0.0
H -4.435 -3.743 0.281 0.0 0.0 0.0
H -2.103 -3.770 0.288 0.0 0.0 0.0
H 1.882 -4.844 1.051 0.0 0.0 0.0
H 4.128 -5.884 1.130 0.0 0.0 0.0
H 6.115 -4.578 0.458 0.0 0.0 0.0
H 5.862 -2.235 -0.285 0.0 0.0 0.0
H 3.613 -1.198 -0.346 0.0 0.0 0.0
N -0.163 0.649 1.929 0.1 0.2 0.0
C 0.004 1.363 2.846 0.0 -0.1 -0.1
C 0.206 2.195 3.891 0.0 0.0 0.0
C -0.798 2.292 4.898 0.1 0.1 -0.1
N -1.625 2.367 5.694 0.0 0.0 0.0
C 1.406 2.963 3.936 0.0 -0.1 0.1
N 2.381 3.574 3.953 0.0 0.0 0.0
O 0.550 1.076 -2.074 0.1 0.2 0.0
B 0.466 1.193 -0.706 -0.1 -0.5 -0.1
O 0.998 2.355 -0.212 0.0 0.0 -0.2
C 1.458 3.016 -1.348 0.0 0.0 0.3
C 2.087 4.234 -1.424 0.0 0.0 -0.1
C 2.443 4.657 -2.704 0.0 0.0 0.0
C 2.172 3.885 -3.830 0.0 0.0 0.0
C 1.532 2.650 -3.731 0.0 0.1 0.0
C 1.189 2.248 -2.463 -0.1 -0.2 -0.1
H 2.294 4.820 -0.540 0.0 0.0 0.0
H 2.944 5.608 -2.823 0.0 0.0 0.0
H 2.466 4.249 -4.805 0.0 0.0 0.0
H 1.316 2.039 -4.596 0.0 0.0 0.0
```
Positions in Å, forces in eV/Å.